(1)
58
Properties=species:S:1:pos:R:3:forces:R:3 method="wB97M-V/def2-TZVPD" homo_energy_ev=-8.5 e_above_lowest_kj_mol=143.9 multiplicity=1 fmax_ev_per_a=1.37
C 4.221 -0.284 3.950 0.0 0.2 0.2
H 5.280 -0.130 4.150 -0.1 0.0 0.0
O 4.164 -1.126 2.827 -0.1 -0.2 -0.3
C 2.939 -1.481 2.338 -0.2 -0.1 -0.1
C 1.727 -1.095 2.894 0.3 0.2 0.2
C 0.534 -1.507 2.320 -0.1 -0.1 -0.1
C 0.536 -2.311 1.198 -0.2 0.0 0.0
C 1.746 -2.700 0.648 0.0 0.0 0.1
C 2.950 -2.298 1.197 0.2 -0.1 0.2
C 4.258 -2.655 0.546 0.0 0.1 0.1
H 4.977 -2.984 1.297 0.0 -0.1 -0.1
H 4.098 -3.461 -0.173 0.0 0.0 0.1
C 4.830 -1.423 -0.181 -0.1 -0.3 -0.2
C 3.749 -0.772 -0.954 0.2 0.7 0.1
N 3.268 0.413 -0.784 1.1 -0.3 0.8
N 2.238 0.550 -1.650 -0.9 -0.2 -1.0
C 2.138 -0.560 -2.303 -0.1 0.5 0.1
O 3.079 -1.447 -1.917 0.1 -0.2 -0.1
C 1.139 -0.909 -3.340 0.0 -0.2 -0.1
H 0.817 -1.940 -3.174 0.0 0.1 -0.1
C -0.065 0.030 -3.246 0.1 -0.2 0.2
H 0.261 1.056 -3.369 0.0 0.0 -0.1
C -0.750 -0.216 -1.908 0.0 0.3 -0.2
O -1.124 -1.344 -1.617 0.0 -0.5 -0.1
N -0.948 0.833 -1.089 -0.1 0.0 0.3
C -0.465 2.173 -1.343 0.2 0.3 -0.2
H -0.751 2.804 -0.504 0.0 0.0 0.0
H 0.623 2.175 -1.434 -0.1 0.1 0.0
H -0.920 2.589 -2.244 0.0 0.1 0.1
C -1.517 0.594 0.230 -0.1 -0.2 0.1
C -2.738 1.438 0.476 0.2 0.2 0.3
C -2.697 2.456 1.395 0.1 -0.3 -0.2
C -3.802 3.290 1.627 -0.3 0.2 0.0
C -4.956 3.111 0.921 0.1 0.1 0.1
C -5.046 2.073 -0.029 0.3 -0.3 -0.1
C -6.220 1.838 -0.780 0.0 0.0 0.0
N -6.348 0.885 -1.659 -0.6 0.2 -0.1
C -5.303 0.067 -1.857 0.5 -0.3 0.0
C -4.106 0.182 -1.201 -0.2 0.0 -0.1
C -3.936 1.216 -0.255 -0.4 0.3 0.1
H -3.314 -0.519 -1.402 0.1 -0.1 0.0
H -5.469 -0.713 -2.587 0.1 -0.1 0.0
H -7.084 2.475 -0.635 -0.1 0.1 0.1
H -5.813 3.751 1.078 -0.1 0.1 0.0
H -3.723 4.077 2.362 0.0 0.1 0.0
H -1.792 2.624 1.964 0.1 0.0 0.0
H -0.754 0.813 0.986 -0.1 0.0 0.0
H -1.760 -0.469 0.281 0.1 0.2 0.1
H -0.777 -0.225 -4.033 0.0 0.1 0.1
H 1.602 -0.848 -4.329 0.0 0.0 0.0
H 5.200 -0.697 0.542 0.0 0.0 -0.1
H 5.643 -1.722 -0.846 0.1 0.1 0.0
H 1.752 -3.327 -0.233 0.0 -0.1 -0.1
H -0.388 -2.624 0.738 -0.1 0.0 -0.1
H -0.400 -1.195 2.765 -0.1 0.0 0.0
H 1.698 -0.468 3.771 0.0 0.1 0.1
H 3.748 0.683 3.750 0.0 0.0 0.0
H 3.753 -0.745 4.826 0.0 0.0 -0.1

***

(2)
60
Properties=species:S:1:pos:R:3:forces:R:3 method="wB97M-V/def2-TZVPD" homo_energy_ev=-8.5 e_above_lowest_kj_mol=0.0 multiplicity=1 fmax_ev_per_a=1.40
C 1.090 -1.793 -3.043 -0.2 -0.1 -0.1
C 1.244 -2.237 -1.624 0.0 -0.1 -0.2
O 0.330 -2.727 -0.994 0.1 0.0 -0.1
C 2.567 -2.026 -0.968 0.3 0.0 0.5
C 2.564 -1.709 0.386 0.1 -0.2 -0.1
C 3.756 -1.522 1.076 -0.1 -0.2 -0.5
C 4.963 -1.733 0.413 -0.2 0.0 0.1
C 4.968 -2.080 -0.926 0.0 -0.1 0.0
C 3.781 -2.208 -1.625 -0.2 0.0 0.0
H 3.806 -2.492 -2.666 0.0 0.0 -0.1
H 5.908 -2.246 -1.429 0.1 0.0 0.0
H 5.894 -1.623 0.951 0.1 0.1 0.1
N 3.768 -1.171 2.430 0.5 -0.2 0.3
C 2.896 -0.368 3.113 0.0 0.1 0.1
O 2.902 -0.339 4.327 -0.1 0.0 0.1
C 2.010 0.488 2.280 -0.1 0.3 0.1
C 2.513 1.193 1.190 -0.2 -0.1 0.3
C 1.687 1.984 0.419 0.1 0.1 -0.2
C 0.331 2.073 0.724 0.3 -0.1 0.1
C -0.165 1.412 1.848 0.0 0.0 -0.1
C 0.670 0.636 2.624 0.2 -0.1 0.0
H 0.293 0.121 3.495 0.0 0.0 0.1
H -1.211 1.508 2.105 -0.1 0.0 0.0
N -0.573 2.770 -0.074 -0.2 0.1 0.4
C -0.372 3.259 -1.336 -0.4 0.4 -0.1
O 0.708 3.478 -1.825 0.2 0.0 -0.1
C -1.678 3.491 -2.093 0.2 0.0 -0.1
H -1.409 3.837 -3.091 0.0 0.0 0.1
C -2.487 2.192 -2.220 -0.1 -0.1 -0.2
S -3.497 1.802 -0.776 -0.1 -0.3 0.1
C -2.558 0.281 -0.535 -0.3 1.0 -0.4
N -1.653 0.051 -1.425 0.6 -1.2 0.3
C -1.532 0.969 -2.403 -0.7 0.6 -0.2
O -0.775 0.910 -3.338 0.1 0.2 -0.3
N -2.803 -0.484 0.504 0.0 -0.1 0.2
C -3.876 -0.256 1.441 -0.5 0.1 0.0
C -4.930 -1.356 1.303 0.2 0.0 0.2
C -4.280 -2.722 1.509 -0.1 0.0 -0.3
C -3.124 -2.896 0.528 0.1 0.1 0.3
H -2.607 -3.840 0.700 0.0 0.0 -0.1
C -2.123 -1.754 0.678 0.3 -0.5 -0.3
H -1.328 -1.839 -0.063 -0.1 0.1 0.2
H -1.686 -1.766 1.682 0.0 0.0 0.0
H -3.504 -2.902 -0.495 0.0 0.0 -0.1
H -5.019 -3.511 1.364 0.0 0.0 0.1
H -3.906 -2.797 2.532 0.0 0.0 0.1
H -5.721 -1.190 2.035 -0.1 0.0 0.0
H -5.371 -1.304 0.306 -0.1 0.0 0.0
H -4.320 0.726 1.263 0.1 -0.1 0.1
H -3.456 -0.276 2.453 0.0 0.1 0.0
H -3.155 2.257 -3.083 0.1 0.0 0.1
H -2.274 4.263 -1.601 0.0 0.0 0.0
H -1.535 2.724 0.246 0.2 0.0 -0.2
H 2.078 2.518 -0.430 0.0 0.0 0.0
H 3.562 1.132 0.944 0.1 0.0 -0.1
H 4.492 -1.590 3.002 -0.2 0.1 0.0
H 1.616 -1.611 0.891 -0.1 0.0 0.0
H 2.036 -1.659 -3.554 0.1 0.0 -0.1
H 0.567 -0.833 -3.034 0.0 0.0 0.0
H 0.455 -2.491 -3.584 0.0 0.0 0.0